Here is C15H15BrCsNO7S as an isolated structure from OMol25. Energies are from ωB97M-V/def2-TZVPD.

Spin multiplicity: 1
Total charge: -2
Molar mass, g/mol: 566.2
Frontier orbital gap, eV: 6.05

Last column: Mulliken charge in e.
Element x y z (Å)
Cs1 -0.967 0.326 0.295  1.23
Br1 -6.793 3.776 -1.066  -0.27
S1 0.429 2.943 0.217  0.90
O1 -4.461 -2.643 -0.657  -0.78
O2 -0.679 2.761 -0.775  -0.74
O3 1.584 2.100 -0.254  -0.72
O4 3.169 0.354 1.095  -0.54
O5 0.813 4.347 0.342  -0.71
O6 -2.481 -1.569 -0.629  -0.74
O7 -0.021 2.368 1.521  -0.83
N1 0.832 -2.829 0.405  -0.13
C1 -0.018 -3.501 -0.379  -0.26
C2 -4.447 -0.270 -0.782  0.42
C3 -3.735 -1.636 -0.684  0.19
C4 -5.826 -0.226 -0.593  -0.30
C5 0.294 -4.725 -0.955  -0.60
C6 2.036 -3.356 0.645  0.63
C7 4.037 -1.807 0.675  -0.70
C8 2.421 -4.584 0.106  -0.55
C9 -3.776 0.922 -1.057  -0.44
C10 -6.527 0.967 -0.672  -0.47
C11 3.488 -0.530 0.060  -0.33
C12 -5.828 2.131 -0.948  0.29
C13 -4.460 2.130 -1.142  -0.95
C14 1.540 -5.276 -0.704  -0.39
C15 2.995 -2.574 1.503  -1.00
H1 -3.913 3.043 -1.339  0.52
H2 1.820 -6.233 -1.130  0.37
H3 -6.326 -1.164 -0.393  0.42
H4 -2.706 0.944 -1.210  0.44
H5 3.407 -4.978 0.328  0.35
H6 2.434 -1.859 2.104  0.34
H7 -0.437 -5.223 -1.578  0.43
H8 4.438 -2.460 -0.109  0.34
H9 2.608 -0.751 -0.561  0.21
H10 -0.986 -3.031 -0.540  0.50
H11 2.681 1.127 0.680  0.45
H12 4.245 -0.100 -0.615  0.33
H13 -7.598 0.998 -0.523  0.39
H14 4.872 -1.528 1.325  0.36
H15 3.502 -3.267 2.181  0.35

Cartesian forces, eV/Å:
Cs 1.09 -1.64 0.91
Br -0.01 0.02 0.00
S 0.42 0.68 0.00
O -0.04 0.02 0.03
O 0.12 0.52 -0.05
O 0.15 -0.07 0.00
O -0.10 0.49 -0.25
O 0.03 0.03 -0.03
O -0.90 -0.92 -0.60
O 0.37 1.17 0.45
N 0.11 -0.06 0.02
C 0.01 0.04 0.06
C -0.14 -0.03 -0.07
C -0.06 0.06 -0.09
C 0.05 0.00 -0.02
C -0.03 0.00 -0.01
C -0.05 0.02 -0.02
C 0.07 -0.07 0.00
C 0.03 0.03 0.01
C -0.20 -0.09 -0.12
C -0.04 0.01 0.01
C -0.04 -0.05 -0.10
C 0.05 -0.02 0.00
C -0.02 0.03 0.02
C -0.01 -0.02 -0.01
C -0.06 0.04 0.01
H 0.01 0.00 0.01
H 0.00 0.00 0.00
H -0.02 0.02 0.00
H -0.59 0.08 -0.41
H 0.00 -0.01 0.00
H 0.00 0.01 -0.01
H 0.01 -0.01 0.00
H -0.01 0.02 -0.01
H -0.01 -0.02 0.03
H -0.01 -0.01 -0.01
H -0.22 -0.27 0.28
H 0.03 -0.03 0.00
H 0.00 0.00 0.00
H 0.00 0.01 0.01
H 0.01 0.00 -0.02



Here is a 2-piece molecular cluster, BrNO5S overall from OMol25. Energies are from ωB97M-V/def2-TZVPD.

Spin multiplicity: 1
Total charge: 0
Molar mass, g/mol: 206.0
Frontier orbital gap, eV: 9.56

Last column: Mulliken charge in e.
Element x y z (Å)
Br1 1.950 -1.163 0.471  0.10
S1 0.948 1.851 -2.047  0.66
O1 0.145 -0.941 0.503  -0.31
O2 -1.664 -0.435 1.377  -0.51
O3 0.393 1.795 -0.713  -0.31
O4 0.050 0.763 1.964  -0.46
O5 0.345 0.963 -2.977  -0.34
N1 -0.560 -0.088 1.426  1.17

Cartesian forces, eV/Å:
Br -0.19 0.56 0.39
S -0.78 -0.23 1.52
O 0.32 -1.01 -0.82
O -2.68 0.08 0.64
O 0.69 0.50 -0.72
O 0.09 0.44 0.73
O 0.08 -0.23 -0.86
N 2.48 -0.11 -0.88



Here is one molecule with the formula CH3NO2S from OMol25. Energies are from ωB97M-V/def2-TZVPD.

Spin multiplicity: 1
Total charge: 0
Molar mass, g/mol: 93.1
Frontier orbital gap, eV: 9.11

Last column: Mulliken charge in e.
Element x y z (Å)
S1 -0.373 -0.992 0.447  0.48
O1 -1.257 1.650 0.428  -0.42
O2 -0.579 -1.857 -0.644  -0.52
N1 1.122 -0.088 0.204  -0.56
C1 -1.096 0.661 -0.227  0.20
H1 -0.932 0.412 -1.282  0.31
H2 2.103 -0.406 0.072  0.25
H3 1.013 0.620 1.003  0.26

Cartesian forces, eV/Å:
S 1.19 2.54 2.95
O -0.44 -0.97 -1.27
O -0.44 -2.48 -3.13
N -0.47 1.58 1.42
C 1.37 0.06 1.93
H -0.72 0.79 -0.83
H -1.41 -0.40 0.46
H 0.92 -1.12 -1.53



Here is a 2-piece molecular cluster, C2H8N2O3 overall from OMol25. Energies are from ωB97M-V/def2-TZVPD.

Spin multiplicity: 1
Structure (SMILES): NNCC=O.OO
Total charge: 0
Molar mass, g/mol: 108.1
Frontier orbital gap, eV: 9.67

Last column: Mulliken charge in e.
Element x y z (Å)
O1 -0.454 1.874 0.509  -0.34
O2 -1.547 2.422 -0.206  -0.35
O3 2.197 0.885 0.601  -0.53
N1 -0.363 -0.973 -0.815  -0.27
N2 -0.888 -1.891 0.139  -0.51
C1 1.496 -0.092 0.565  0.12
C2 1.079 -0.819 -0.687  -0.44
H1 1.508 -1.826 -0.664  0.33
H2 1.439 -0.288 -1.571  0.28
H3 1.069 -0.522 1.489  0.35
H4 -0.808 -0.057 -0.762  0.25
H5 -2.155 2.707 0.490  0.33
H6 -1.675 -2.368 -0.290  0.23
H7 -1.214 -1.433 0.989  0.20
H8 0.317 2.381 0.212  0.35

Cartesian forces, eV/Å:
O 0.17 -0.30 0.48
O -0.26 0.21 -0.57
O 0.18 0.17 -0.01
N -0.06 0.18 0.02
N -0.19 -0.01 0.05
C -0.21 -0.24 -0.05
C -0.08 -0.10 -0.28
H 0.04 0.10 -0.04
H 0.12 0.00 0.11
H 0.03 0.05 0.16
H 0.03 -0.28 0.07
H 0.23 -0.01 0.18
H 0.15 0.10 0.12
H 0.02 -0.02 -0.19
H -0.19 0.13 -0.06



Record order is preserved below.
Relative energy (zero: lowest compared OMol25 entry of this formula, charge and spin): 0.819; 0.080; 2.007; 4.906 eV
Record order is preserved below.
E_tot: -113049.85977; -92599.12723; -17503.46327; -11322.06442 eV